Computed, not measured: a gas-phase ion, C5H9NO2 (charge +1) in a non-equilibrium geometry, with ωB97M-V/def2-TZVPD.

```
17
Properties=species:S:1:pos:R:3:forces:R:3:mulliken_spin:R:1
O -0.8839 2.4497 0.9334 0.479 -0.336 -0.589 0.44
C -1.1529 1.3320 0.6515 -0.783 1.510 1.452 0.04
C -0.8949 0.7416 -0.7558 -1.161 -0.876 -0.367 0.08
C 0.1427 -0.4236 -0.6329 0.287 -0.948 0.424 0.09
C 1.3303 -0.2688 0.3069 0.181 2.678 -0.666 0.00
C 2.0543 -1.4947 0.6756 1.918 -0.662 0.197 0.00
O 1.7894 -2.6137 0.3527 -0.837 -0.187 -0.182 0.00
N -2.2134 0.3677 -1.2110 1.828 -1.504 -0.143 0.26
H -1.7720 0.8065 1.4079 0.219 -0.758 -0.307 0.06
H -0.5260 1.5262 -1.4042 0.236 0.210 0.069 0.00
H -0.2271 -1.4481 -0.4460 -0.753 0.611 0.057 0.00
H 0.4705 -0.4649 -1.6683 0.337 -0.086 -0.175 0.01
H 2.0634 0.4079 -0.1761 0.129 -0.543 -0.144 0.00
H 1.2321 0.3765 1.1964 -0.707 -0.528 0.203 0.00
H 3.0310 -1.3087 1.1924 -0.543 0.123 0.108 0.00
H -2.5439 -0.4598 -0.7076 -0.253 0.362 0.375 0.00
H -2.1000 -0.0038 -2.1600 -0.577 0.934 -0.311 0.01
```
Positions in Å, forces in eV/Å.

Its multiplicity is 2. The value obtained for the energy is -400.75392 hartree. Its strongest force on any atom is 0.0538 Eh/bohr. The calculation puts the energy above the lowest of the compared OMol25 structures with the same formula, charge and spin at 79.8 kcal per mole. As for the LUMO energy (spin up / spin down): -5.10 / -9.51 eV. The HOMO energy (spin up / spin down) comes out at -13.80 / -13.75 eV. Its total charge is +1.